Arrangement P

Formula: C4H9N3
Source: OMol25
Level of theory: ωB97M-V/def2-TZVPD

Computed properties:
- LUMO level (spin up / spin down): 0.37 / 0.37 eV
- Highest occupied orbital energy (spin up / spin down): -8.12 / -8.12 eV
- HOMO-LUMO gap (spin up / spin down): 8.490 / 8.491 eV

Structure (ORCA input):
```
! RIJCOSX wB97M-V def2-TZVPD def2/J DEFGRID3
* xyz 0 1
C -0.771 0.815 -1.653
N 0.054 1.160 -0.581
C 0.755 -0.687 0.579
C -0.161 0.508 0.652
N 2.096 -0.597 0.857
C -1.359 0.375 1.247
N 0.326 -1.767 -0.093
H 1.102 0.815 -0.726
H 2.311 -0.377 1.823
H 2.659 0.082 0.357
H -0.395 -2.281 0.411
H -1.771 1.234 -1.518
H -0.412 1.278 -2.573
H -0.585 -0.825 -1.412
H -2.258 0.770 0.790
H -1.592 -0.503 1.839
*
```

natural (NBO) population analysis, charges in e, atoms 1 to 8:
1. C -0.360
2. N -0.555
3. C 0.435
4. C 0.071
5. N -0.884
6. C -0.428
7. N -0.729
8. H 0.362

=====

Arrangement Q

Formula: C4H9N3
Source: OMol25
Level of theory: ωB97M-V/def2-TZVPD

Computed properties:
- LUMO level: 0.78 eV
- Highest occupied orbital energy: -9.64 eV
- HOMO-LUMO gap: 10.416 eV

Structure (ORCA input):
```
! RIJCOSX wB97M-V def2-TZVPD def2/J DEFGRID3
* xyz 0 1
C -0.228 -0.685 -1.393
C 0.201 -0.429 0.046
N 0.369 -1.656 0.776
C 1.727 0.218 -0.116
N 2.797 0.527 -0.309
C -0.524 0.650 0.796
N -0.973 1.744 -0.053
H -0.199 0.273 -1.846
H 0.548 -1.330 -1.921
H -1.302 -0.947 -1.377
H 0.664 -1.601 1.758
H 0.477 -2.457 0.289
H -1.302 0.153 1.371
H 0.271 1.048 1.595
H -1.967 1.918 0.077
H -0.557 2.575 0.308
*
```

natural (NBO) population analysis, charges in e, atoms 1 to 8:
1. C -0.635
2. C 0.120
3. N -0.843
4. C 0.214
5. N -0.385
6. C -0.242
7. N -0.835
8. H 0.249

=====

Arrangement R

Formula: C4H9N3
Source: OMol25
Level of theory: ωB97M-V/def2-TZVPD

Computed properties:
- LUMO level: 0.95 eV
- Highest occupied orbital energy: -7.26 eV
- HOMO-LUMO gap: 8.206 eV

Structure (ORCA input):
```
! RIJCOSX wB97M-V def2-TZVPD def2/J DEFGRID3
* xyz 0 1
C 0.011 -0.870 1.757
N -0.543 -0.047 0.700
C -1.102 -0.768 -0.361
C -1.004 -0.444 -1.632
N -0.763 -0.409 -2.832
C 0.295 1.136 0.266
N 1.489 0.754 -0.444
H 0.258 -0.229 2.604
H -0.738 -1.593 2.081
H 0.911 -1.420 1.453
H -1.691 -1.633 -0.083
H -1.313 0.211 -3.423
H -0.332 1.736 -0.400
H 0.487 1.704 1.191
H 1.833 1.484 -1.053
H 2.201 0.388 0.176
*
```

natural (NBO) population analysis, charges in e, atoms 1 to 8:
1. C -0.407
2. N -0.432
3. C -0.219
4. C 0.337
5. N -0.622
6. C -0.048
7. N -0.858
8. H 0.199

=====

Pick arrangement Q: it beats the second-best structure by 72.0 kJ/mol.

=====

Arrangement P

Formula: C54H51F15GeN7OSTeTi
Source: OMol25
Level of theory: ωB97M-V/def2-TZVPD

Computed properties:
- LUMO level (spin up / spin down): 0.01 / -1.30 eV
- Highest occupied orbital energy (spin up / spin down): -5.81 / -7.83 eV
- HOMO-LUMO gap (spin up / spin down): 5.818 / 6.529 eV

Structure (ORCA input):
```
! RIJCOSX wB97M-V def2-TZVPD def2/J DEFGRID3
* xyz 0 4
Ti -0.322 -0.634 -0.549
C -1.656 0.195 -3.670
C -2.446 -0.963 -3.063
N -2.227 -1.138 -1.625
C -3.398 -1.084 -0.750
C -2.993 -1.343 0.701
N -1.868 -0.499 1.163
C -2.241 0.754 1.837
C -2.888 1.783 0.921
C -2.055 2.350 -0.245
N -0.784 1.664 -0.515
C -0.053 2.401 -1.564
C 1.067 1.563 -2.164
N 0.591 0.201 -2.462
C -0.135 0.024 -3.735
H -1.913 1.116 -3.142
H -2.001 0.320 -4.701
H -2.185 -1.892 -3.580
H -3.513 -0.794 -3.238
H -1.716 -2.009 -1.472
H -4.156 -1.826 -1.041
H -3.853 -0.098 -0.860
H -2.658 -2.380 0.780
H -3.864 -1.223 1.358
H -1.340 -1.069 1.819
H -1.332 1.167 2.274
H -2.939 0.539 2.657
H -3.180 2.624 1.554
H -3.824 1.366 0.545
H -1.834 3.403 -0.051
H -2.646 2.322 -1.166
H -0.223 1.812 0.343
H 0.350 3.333 -1.151
H -0.774 2.672 -2.341
H 1.887 1.487 -1.448
H 1.450 2.053 -3.068
H 1.382 -0.434 -2.479
H 0.081 -0.993 -4.083
H 0.277 0.717 -4.479
C 0.080 -5.678 -9.410
C 0.210 -5.416 -7.937
C 1.448 -5.354 -7.322
C 1.586 -5.080 -5.961
C 2.985 -5.036 -5.399
C 0.437 -4.880 -5.194
Te 0.819 -4.222 -3.150
N 0.407 -2.635 -1.506
C 0.580 -3.092 -0.279
O -0.048 -2.506 0.667
C 1.486 -4.220 0.110
C 2.786 -4.324 -0.368
C 3.608 -5.361 0.053
C 3.124 -6.310 0.942
C 1.826 -6.207 1.430
C 1.018 -5.156 1.029
C -0.498 -5.529 -2.155
C -1.671 -5.040 -1.592
C -2.497 -5.869 -0.852
C -2.144 -7.200 -0.678
C -0.979 -7.684 -1.245
C -0.130 -6.864 -1.989
C 1.133 -7.436 -2.563
C -0.830 -4.941 -5.790
C -2.103 -4.739 -5.023
C -0.917 -5.212 -7.149
H 1.019 -6.027 -9.837
H -0.210 -4.770 -9.943
H -0.682 -6.431 -9.613
H 2.341 -5.525 -7.911
H 3.693 -5.374 -6.153
H 3.095 -5.670 -4.517
H 3.285 -4.029 -5.099
H 3.168 -3.575 -1.051
H 4.623 -5.427 -0.312
H 3.759 -7.123 1.268
H 1.449 -6.939 2.133
H 0.012 -5.051 1.412
H -1.945 -4.005 -1.734
H -3.408 -5.479 -0.418
H -2.776 -7.861 -0.101
H -0.706 -8.723 -1.103
H 1.225 -8.490 -2.305
H 2.008 -6.913 -2.173
H 1.156 -7.352 -3.652
H -2.153 -3.737 -4.591
H -2.196 -5.444 -4.198
H -2.967 -4.864 -5.675
H -1.899 -5.272 -7.606
N 1.850 -0.072 1.792
C 3.112 -0.289 2.165
C 3.800 -0.728 1.052
C 2.843 -0.707 0.037
N 1.655 -0.304 0.482
H 1.162 0.477 2.297
H 3.425 -0.086 3.174
H 4.833 -1.010 0.984
H 2.951 -1.001 -0.997
F 2.889 4.384 4.638
C 2.638 5.628 4.199
C 1.416 5.932 3.620
C 1.258 7.244 3.216
F 0.103 7.671 2.687
C 2.249 8.203 3.353
F 2.046 9.458 2.951
C 3.457 7.853 3.928
F 4.419 8.760 4.076
C 3.654 6.554 4.361
F 4.812 6.213 4.927
Ge 0.204 4.420 3.265
S 1.060 3.052 1.883
C -1.545 5.117 2.646
C -1.614 5.708 1.394
F -0.506 5.922 0.675
C -2.805 6.087 0.798
F -2.819 6.632 -0.418
C -3.997 5.870 1.469
F -5.153 6.217 0.910
C -3.976 5.290 2.724
F -5.118 5.077 3.378
C -2.758 4.928 3.282
F -2.831 4.362 4.499
C -0.105 3.710 5.083
C -0.132 2.368 5.419
F 0.035 1.398 4.503
C -0.340 1.920 6.716
F -0.354 0.614 6.991
C -0.536 2.835 7.733
F -0.738 2.420 8.981
C -0.531 4.188 7.440
F -0.739 5.081 8.406
C -0.322 4.587 6.132
F -0.383 5.910 5.903
*
```

Löwdin population analysis, charges in e, atoms 1 to 8:
1. Ti 0.748
2. C -0.152
3. C -0.181
4. N -0.130
5. C -0.184
6. C -0.171
7. N -0.121
8. C -0.192

=====

Arrangement Q

Formula: C54H51F15GeN7OSTeTi
Source: OMol25
Level of theory: ωB97M-V/def2-TZVPD

Computed properties:
- LUMO level (spin up / spin down): -0.04 / -0.81 eV
- Highest occupied orbital energy (spin up / spin down): -5.49 / -7.74 eV
- HOMO-LUMO gap (spin up / spin down): 5.453 / 6.929 eV

Structure (ORCA input):
```
! RIJCOSX wB97M-V def2-TZVPD def2/J DEFGRID3
* xyz 0 4
Ti -0.240 0.035 0.471
C 0.152 -2.914 2.778
C -0.641 -3.080 1.486
N -0.141 -2.211 0.407
C 1.132 -2.686 -0.185
C 2.300 -1.776 0.181
N 1.978 -0.361 -0.132
C 3.208 0.432 -0.366
C 4.008 0.790 0.891
C 3.573 2.057 1.621
N 2.260 1.985 2.258
C 2.198 1.336 3.557
C 1.822 -0.135 3.503
N 0.498 -0.411 2.906
C -0.142 -1.608 3.512
H 1.224 -2.989 2.568
H -0.103 -3.743 3.442
H -1.681 -2.822 1.669
H -0.604 -4.126 1.170
H -0.846 -2.174 -0.332
H 1.033 -2.691 -1.267
H 1.350 -3.707 0.136
H 3.180 -2.103 -0.381
H 2.535 -1.864 1.243
H 1.501 -0.398 -1.051
H 2.937 1.347 -0.893
H 3.861 -0.136 -1.032
H 5.046 0.951 0.584
H 4.014 -0.061 1.576
H 3.521 2.865 0.887
H 4.352 2.323 2.352
H 1.927 2.931 2.355
H 1.441 1.850 4.158
H 3.152 1.419 4.100
H 1.851 -0.506 4.531
H 2.580 -0.682 2.943
H -0.108 0.372 3.121
H -1.214 -1.450 3.508
H 0.177 -1.705 4.552
C -6.007 5.144 -6.445
C -5.422 4.429 -5.254
C -5.727 3.103 -4.988
C -5.178 2.419 -3.899
C -5.625 0.989 -3.674
C -4.290 3.095 -3.055
Te -3.117 2.076 -1.486
N -2.152 0.332 -0.395
C -2.724 -0.185 0.655
O -1.915 -0.368 1.661
C -4.166 -0.540 0.801
C -4.935 -0.840 -0.319
C -6.293 -1.103 -0.186
C -6.887 -1.071 1.071
C -6.114 -0.807 2.196
C -4.755 -0.552 2.061
C -4.251 2.674 0.240
C -3.580 2.485 1.451
C -4.138 2.834 2.670
C -5.402 3.403 2.700
C -6.084 3.581 1.507
C -5.550 3.216 0.267
C -6.444 3.383 -0.940
C -3.947 4.438 -3.317
C -3.021 5.237 -2.424
C -4.536 5.082 -4.401
H -6.880 4.618 -6.834
H -5.270 5.211 -7.250
H -6.304 6.163 -6.187
H -6.420 2.573 -5.640
H -6.690 0.959 -3.421
H -5.075 0.511 -2.869
H -5.490 0.393 -4.581
H -4.452 -0.892 -1.288
H -6.887 -1.338 -1.062
H -7.951 -1.259 1.176
H -6.573 -0.798 3.178
H -4.138 -0.333 2.926
H -2.612 2.010 1.448
H -3.592 2.644 3.588
H -5.861 3.689 3.640
H -7.084 4.002 1.527
H -7.458 3.621 -0.617
H -6.478 2.463 -1.525
H -6.103 4.178 -1.603
H -3.449 5.360 -1.425
H -2.852 6.231 -2.843
H -2.055 4.750 -2.297
H -4.285 6.124 -4.593
N -0.245 3.185 0.821
C 0.102 4.308 0.167
C 0.647 3.908 -1.025
C 0.565 2.502 -0.998
N 0.031 2.065 0.139
H -0.707 3.126 1.707
H -0.065 5.289 0.590
H 1.050 4.532 -1.809
H 0.865 1.807 -1.762
F 2.875 -0.461 -3.605
C 2.700 -0.367 -4.927
C 1.457 -0.128 -5.486
C 1.425 -0.009 -6.865
F 0.260 0.248 -7.482
C 2.541 -0.151 -7.662
F 2.464 -0.044 -8.987
C 3.755 -0.409 -7.067
F 4.842 -0.550 -7.812
C 3.842 -0.509 -5.697
F 5.024 -0.737 -5.127
Ge -0.260 -0.005 -4.497
S -0.254 -0.698 -2.481
C -0.805 1.836 -4.996
C -1.900 2.205 -5.759
F -2.777 1.305 -6.211
C -2.129 3.517 -6.134
F -3.161 3.830 -6.912
C -1.270 4.507 -5.717
F -1.496 5.768 -6.050
C -0.162 4.183 -4.968
F 0.680 5.139 -4.573
C 0.058 2.860 -4.648
F 1.196 2.579 -3.989
C -1.551 -1.267 -5.335
C -1.207 -2.371 -6.090
F 0.042 -2.534 -6.550
C -2.110 -3.372 -6.402
F -1.743 -4.422 -7.137
C -3.402 -3.285 -5.939
F -4.278 -4.237 -6.229
C -3.783 -2.209 -5.165
F -5.035 -2.132 -4.710
C -2.854 -1.236 -4.867
F -3.262 -0.237 -4.079
*
```

Löwdin population analysis, charges in e, atoms 1 to 8:
1. Ti 0.696
2. C -0.154
3. C -0.195
4. N -0.131
5. C -0.199
6. C -0.191
7. N -0.122
8. C -0.194

=====

Pick arrangement P: it beats the second-best structure by 96.9 kJ/mol.

=====

Arrangement P

Formula: C4H12
Source: OMol25
Level of theory: ωB97M-V/def2-TZVPD

Computed properties:
- LUMO level (spin up / spin down): 4.48 / 4.47 eV
- Highest occupied orbital energy (spin up / spin down): 1.58 / -7.74 eV
- HOMO-LUMO gap (spin up / spin down): 2.903 / 12.203 eV

Structure (ORCA input):
```
! RIJCOSX wB97M-V def2-TZVPD def2/J DEFGRID3
* xyz -1 2
C 1.796 -0.342 1.392
C 0.669 -1.304 1.836
H 2.341 -0.023 2.285
H 1.332 0.522 0.945
H 2.551 -0.851 0.775
H 0.400 -1.206 2.890
H 0.914 -2.345 1.624
H -0.273 -1.078 1.344
C -1.537 1.043 -1.011
C -0.847 0.571 -2.273
H -1.996 2.034 -1.098
H -0.918 1.147 -0.115
H -2.410 0.447 -0.727
H -1.584 0.435 -3.062
H -0.148 1.311 -2.662
H -0.289 -0.361 -2.144
*
```

natural (NBO) population analysis, charges in e, atoms 1 to 8:
1. C -0.739
2. C -0.763
3. H 0.183
4. H 0.207
5. H 0.191
6. H 0.185
7. H 0.186
8. H 0.205

=====

Arrangement Q

Formula: C4H12
Source: OMol25
Level of theory: ωB97M-V/def2-TZVPD

Computed properties:
- LUMO level (spin up / spin down): 4.18 / 4.31 eV
- Highest occupied orbital energy (spin up / spin down): 1.51 / -6.82 eV
- HOMO-LUMO gap (spin up / spin down): 2.677 / 11.124 eV

Structure (ORCA input):
```
! RIJCOSX wB97M-V def2-TZVPD def2/J DEFGRID3
* xyz -1 2
C -0.745 -1.080 2.744
C 0.203 -0.394 1.820
H -1.570 -1.671 2.484
H -0.198 -1.859 3.286
H -1.383 -0.290 3.391
H 0.518 -1.018 0.979
H 1.156 -0.339 2.383
H -0.028 0.524 1.297
C 0.281 0.075 -2.235
C 0.189 1.558 -2.339
H 0.546 -0.409 -3.175
H 1.267 -0.205 -1.699
H -0.641 -0.449 -2.212
H -0.407 1.808 -1.373
H 1.258 1.971 -2.215
H -0.444 1.779 -3.137
*
```

natural (NBO) population analysis, charges in e, atoms 1 to 8:
1. C -0.721
2. C -0.826
3. H 0.201
4. H 0.191
5. H 0.177
6. H 0.209
7. H 0.184
8. H 0.213

=====

Arrangement R

Formula: C4H12
Source: OMol25
Level of theory: ωB97M-V/def2-TZVPD

Computed properties:
- LUMO level (spin up / spin down): 4.24 / 4.28 eV
- Highest occupied orbital energy (spin up / spin down): 1.50 / -6.87 eV
- HOMO-LUMO gap (spin up / spin down): 2.735 / 11.148 eV

Structure (ORCA input):
```
! RIJCOSX wB97M-V def2-TZVPD def2/J DEFGRID3
* xyz -1 2
C -0.083 0.204 -2.926
C 0.170 -0.064 -1.536
H -0.386 -0.715 -3.548
H -0.826 0.998 -3.208
H 0.882 0.570 -3.413
H 1.185 -0.211 -1.202
H -0.377 0.787 -0.867
H -0.333 -0.986 -1.234
C 0.182 0.576 1.887
C -0.234 -0.657 2.567
H -0.120 0.691 0.787
H -0.218 1.449 2.206
H 1.292 0.571 1.984
H 0.109 -0.847 3.648
H 0.065 -1.597 2.031
H -1.308 -0.769 2.823
*
```

natural (NBO) population analysis, charges in e, atoms 1 to 8:
1. C -0.815
2. C -1.012
3. H 0.186
4. H 0.194
5. H 0.185
6. H 0.199
7. H 0.161
8. H 0.191

=====

Pick arrangement P: it beats the second-best structure by 102.3 kJ/mol.